Entry 1:
DFT (the ωB97M-V functional and the def2-TZVPD basis) results for a gas-phase ion, C3H2NO3 (charge -1) at a distorted geometry.

Last column: Mulliken charge in e.
Positions of all 9 atoms, in Å:
C  0.144  -1.984  -0.341  0.14
C  -0.395  1.994  0.133  0.04
C  1.061  0.067  0.693  -0.51
N  0.485  1.179  0.590  0.02
O  0.242  -1.148  0.671  -0.08
O  -1.124  2.813  0.677  -0.64
O  0.141  -1.755  -1.552  -0.56
H  -0.050  -2.966  0.075  0.32
H  -0.503  1.799  -0.946  0.27

Computed properties:
charge: -1
ΔE to the lowest compared entry with this formula, charge and spin: 2.938 eV
max |F|: 0.0496 Eh/bohr
M: 100.053 g/mol
gap between HOMO and LUMO: 0.26811 Ha



Entry 2:
DFT (the ωB97M-V functional and the def2-TZVPD basis) results for 2 unconnected molecules or ions with the total composition C2H3OP at a distorted geometry.

Last column: Mulliken charge in e.
Positions of all 7 atoms, in Å:
C  -2.369  -1.202  -0.244  0.05
P  -1.848  0.225  -0.436  -0.40
H  -2.747  -2.228  -0.012  0.37
C  1.685  0.830  0.160  -0.14
O  2.234  1.740  -0.371  -0.36
H  1.520  0.891  1.265  0.25
H  1.526  -0.256  -0.361  0.23

Computed properties:
charge: 0
ΔE to the lowest compared entry with this formula, charge and spin: 2.123 eV
SMILES: C#P.C=O
max |F|: 0.0501 Eh/bohr
M: 74.019 g/mol
gap between HOMO and LUMO: 0.38013 Ha



Entry 3:
DFT (the ωB97M-V functional and the def2-TZVPD basis) results for 9 unconnected molecules or ions with the total composition C8H32FN16O8 at a distorted geometry.

Last column: Mulliken charge in e.
Positions of all 65 atoms, in Å:
F  26.040  23.601  -11.494  0.81
C  28.864  25.540  -11.817  0.58
O  29.080  24.582  -11.090  -0.87
N  27.790  25.631  -12.489  -0.11
N  29.561  26.638  -11.824  -0.39
H  27.545  26.510  -12.921  0.28
H  27.100  24.958  -12.186  -0.22
H  29.419  27.327  -12.549  0.16
H  30.373  26.710  -11.227  0.19
C  23.415  21.334  -10.810  0.40
O  22.610  20.606  -10.275  -0.75
N  23.331  22.586  -10.977  -0.09
N  24.563  21.085  -11.334  -0.04
H  22.501  23.100  -11.237  0.25
H  24.227  22.961  -11.256  -0.21
H  25.020  21.815  -11.862  0.12
H  24.922  20.141  -11.335  0.17
C  24.249  21.986  -16.131  0.55
O  23.249  22.396  -16.707  -0.69
N  24.122  21.200  -15.110  -0.41
N  25.532  22.278  -16.411  -0.32
H  24.997  21.120  -14.612  0.26
H  23.235  21.242  -14.630  0.24
H  26.437  22.075  -16.011  0.16
H  25.643  22.853  -17.234  0.22
C  25.168  25.687  -8.249  0.40
O  24.582  26.288  -7.368  -0.70
N  26.392  25.913  -8.674  -0.18
N  24.629  24.833  -9.108  -0.06
H  26.811  25.227  -9.285  0.03
H  27.034  26.491  -8.151  0.22
H  23.689  24.496  -8.963  0.20
H  25.135  24.472  -9.905  -0.57
C  27.633  21.340  -13.778  0.42
O  27.882  20.822  -14.830  -0.75
N  28.084  22.472  -13.429  0.10
N  26.916  20.901  -12.873  0.12
H  27.812  22.862  -12.538  -0.43
H  28.746  22.943  -14.028  0.21
H  26.987  21.331  -11.962  -0.21
H  26.412  20.041  -13.034  0.29
C  24.235  25.406  -13.785  0.46
O  23.632  26.066  -14.596  -0.75
N  25.242  24.669  -14.139  -0.03
N  24.152  25.578  -12.500  -0.12
H  25.604  24.202  -13.320  -0.03
H  25.554  24.547  -15.092  0.20
H  23.495  26.247  -12.124  0.20
H  24.714  25.098  -11.811  0.05
C  31.611  24.141  -8.582  0.48
O  32.685  24.279  -8.051  -0.75
N  30.664  23.400  -8.083  -0.33
N  31.264  24.878  -9.520  -0.19
H  29.815  23.328  -8.625  0.18
H  30.809  22.613  -7.466  0.24
H  31.870  25.582  -9.917  0.20
H  30.440  24.672  -10.067  0.41
C  27.622  21.473  -8.937  0.19
O  27.992  20.419  -8.386  -0.75
N  26.747  22.320  -8.465  -0.16
N  27.983  21.797  -10.184  -0.08
H  26.358  21.951  -7.609  0.22
H  26.241  22.945  -9.076  0.29
H  27.567  22.557  -10.703  -0.54
H  28.542  21.111  -10.670  0.26

Computed properties:
charge: -1
ΔE to the lowest compared entry with this formula, charge and spin: 0.376 eV
max |F|: 0.1786 Eh/bohr
M: 499.446 g/mol
gap between HOMO and LUMO: 0.33859 Ha



Entry 4:
DFT (the ωB97M-V functional and the def2-TZVPD basis) results for a single C5H10O molecule at a distorted geometry.

Last column: Mulliken charge in e.
Positions of all 16 atoms, in Å:
C  -2.855  0.111  0.220  -0.79
C  -1.619  -0.136  -0.361  -0.11
C  -0.292  -0.595  0.206  -0.38
C  0.973  -0.018  -0.304  0.17
C  1.217  1.427  0.071  -1.23
O  2.105  -0.915  0.020  -0.54
H  -2.875  0.145  1.281  0.28
H  -3.699  0.281  -0.438  0.27
H  -1.737  -0.218  -1.487  0.20
H  -0.207  -0.462  1.339  0.25
H  -0.354  -1.702  0.051  0.26
H  1.150  -0.051  -1.411  0.29
H  2.227  1.753  -0.326  0.31
H  0.405  2.005  -0.295  0.39
H  1.278  1.447  1.226  0.30
H  2.427  -0.616  0.914  0.33

Computed properties:
charge: 0
ΔE to the lowest compared entry with this formula, charge and spin: 1.687 eV
SMILES: C=CC[C@@H](C)O
max |F|: 0.0808 Eh/bohr
M: 86.134 g/mol
gap between HOMO and LUMO: 0.39067 Ha



Entry 5:
DFT (the ωB97M-V functional and the def2-TZVPD basis) results for a single C17H24N6O molecule.

Last column: Mulliken charge in e.
Positions of all 48 atoms, in Å:
C  2.123  -0.720  6.678  -0.91
O  1.530  -0.587  5.411  -0.45
C  2.072  -1.287  4.360  0.94
C  3.173  -2.121  4.449  -0.53
C  3.639  -2.784  3.322  -0.70
C  3.008  -2.616  2.106  -0.89
C  1.905  -1.784  2.002  -0.21
C  1.426  -1.114  3.117  -0.10
N  0.328  -0.264  3.100  0.02
C  -0.503  0.090  2.098  0.46
N  -1.481  0.928  2.462  -0.72
C  -2.311  1.275  1.485  0.42
N  -3.293  2.150  1.769  -0.37
N  -2.237  0.838  0.221  -0.64
C  -1.230  0.026  -0.032  0.07
C  -1.077  -0.538  -1.416  -0.44
N  -1.620  0.322  -2.440  0.14
C  -1.864  -0.347  -3.701  -0.89
C  -0.676  -0.442  -4.675  -0.59
C  -0.611  0.754  -5.620  -0.75
C  -0.239  2.061  -4.926  -0.57
C  -1.136  2.426  -3.742  -0.93
C  -0.882  1.574  -2.501  -0.44
N  -0.332  -0.377  0.859  -0.38
H  2.085  -1.755  7.033  0.36
H  3.162  -0.374  6.674  0.35
H  1.537  -0.090  7.345  0.26
H  3.678  -2.265  5.391  0.38
H  4.499  -3.431  3.409  0.37
H  3.371  -3.132  1.231  0.38
H  1.398  -1.641  1.063  0.63
H  0.100  0.153  3.993  0.30
H  -3.453  2.405  2.726  0.25
H  -3.988  2.322  1.065  0.26
H  -1.626  -1.485  -1.425  0.35
H  -0.004  -0.772  -1.556  0.27
H  -2.221  -1.352  -3.464  0.44
H  -2.688  0.170  -4.204  0.46
H  0.256  -0.529  -4.114  0.34
H  -0.785  -1.350  -5.273  0.36
H  -1.582  0.868  -6.108  0.31
H  0.127  0.556  -6.402  0.33
H  0.794  2.000  -4.573  0.30
H  -0.284  2.867  -5.664  0.34
H  -0.927  3.465  -3.473  0.33
H  -2.187  2.369  -4.024  0.34
H  0.207  1.396  -2.418  0.34
H  -1.182  2.142  -1.614  0.36

Computed properties:
charge: 0
ΔE to the lowest compared entry with this formula, charge and spin: 0.000 eV
SMILES: COc1ccccc1Nc1nc(N)nc(CN2CCCCCC2)n1
max |F|: 0.0127 Eh/bohr
M: 328.420 g/mol
gap between HOMO and LUMO: 0.31931 Ha



- Number 3 is which compound?
  C8H32FN16O8



- Which value of M does entry 4 give?
  86.134 g/mol



- What is the formula in the fifth record?
  C17H24N6O



- Which value of ΔE to the lowest compared entry with this formula, charge and spin does entry 1 give?
  2.938 eV